# 1
92
Properties=species:S:1:pos:R:3:forces:R:3:mulliken_charge:R:1 method="wB97M-V/def2-TZVPD" smiles="COC[C@H](C)N.COC[C@H](C)N.COC[C@H](C)N.COC[C@H](C)N.NC(N)=O.NC(N)=O.NC(N)=O" multiplicity=1 total_energy_ha=-1831.7608 homo_lumo_gap_ha=0.3506
H 1.873174 3.500225 3.479992 -0.1 0.0 0.1 0.184
H -1.647745 -2.815680 0.925184 0.2 -0.2 0.5 0.003
H -6.690449 -1.574687 -2.307968 -0.3 -0.6 0.0 0.359
H -0.943160 4.598555 0.666384 0.2 -0.9 0.9 0.287
C -3.692144 -0.686144 -0.295656 -0.4 0.9 -1.5 1.510
N 1.034816 -1.051637 0.490106 -0.2 0.5 0.9 0.024
H 4.730390 0.767350 -4.932317 -0.5 0.2 -0.5 0.282
C 0.266542 2.893165 0.532481 1.5 -0.9 -0.5 2.523
H -2.187229 -4.570268 -2.603712 -0.1 0.5 1.2 0.211
O -0.403243 -1.868786 -1.010890 -1.1 -0.8 -0.5 -0.775
O 1.337100 0.274168 3.091286 -1.1 1.6 0.2 -0.370
C -0.141538 -1.733776 0.164611 0.9 1.1 2.4 0.497
H 2.036011 4.278002 0.667504 -0.2 -0.3 -0.2 0.350
C 2.534111 -5.024242 0.137586 1.8 -1.0 -1.8 0.558
H 1.489091 -0.574474 -0.308392 -0.7 -0.5 0.7 0.148
H -0.993015 1.523897 -0.340190 -0.6 -1.2 0.3 -0.012
H -0.550821 -0.116523 -4.284925 -0.3 -0.1 0.0 0.548
C -2.692668 -4.860367 -0.567212 0.5 -0.6 -0.9 0.669
H -1.318784 4.782556 3.970256 0.2 -0.8 -0.1 0.317
C 1.523454 3.613392 -0.036850 -1.6 -0.1 0.0 -1.467
H -2.681641 0.753153 0.919790 -1.0 -0.4 -0.1 -0.172
H 0.164667 5.743045 3.818446 -0.4 0.2 0.0 0.246
H -1.182479 5.849772 2.623015 -0.3 0.8 -0.2 0.360
C 3.231062 1.986940 3.084901 -1.1 1.7 0.3 1.827
C -6.205325 -2.538505 -2.053169 -0.5 -0.6 -1.6 -0.824
H 3.214454 -0.113719 3.405218 0.2 0.2 0.0 0.368
H 0.213811 1.999085 3.579436 0.6 2.5 -0.3 0.187
C -4.973330 -1.474644 -0.421071 1.2 -1.0 -0.3 -1.356
H 5.092768 0.990650 2.747451 -0.4 0.6 0.0 0.395
N 3.659192 -4.280110 0.549031 -0.9 -1.4 0.0 -0.373
H 3.224483 -0.306826 -3.557237 0.5 -0.1 0.6 0.215
O 0.123575 4.359689 2.428102 1.6 -0.9 0.5 -0.232
H 0.063327 0.677808 4.649395 -0.1 -0.1 0.5 0.451
H -1.457972 3.272094 1.829812 0.5 0.1 -0.8 0.339
H 5.179654 2.690305 2.558733 0.2 0.9 -0.3 0.470
H 1.415755 0.039156 -4.782878 0.4 0.3 -0.3 0.432
H 3.379257 4.020587 3.532833 0.0 -0.4 0.1 0.307
O 2.595162 -6.266190 0.017273 -0.4 2.4 0.7 -0.667
C 2.570936 0.740100 3.641339 0.6 -1.4 0.3 -1.248
H 1.565003 -3.248916 -0.344267 0.3 0.3 0.0 0.201
C 1.666837 0.814598 -4.034631 -2.6 0.1 -0.3 -1.204
N 2.793738 3.230449 3.818943 -0.2 -0.4 -0.7 -0.764
N 3.753367 1.068705 -5.043051 0.9 0.0 0.7 -0.748
H 3.680474 2.676100 -2.860171 -0.4 -0.7 0.1 0.342
H -6.863221 -3.156189 -1.392203 0.6 0.6 0.0 0.285
H -0.774329 0.690277 3.086128 1.0 -0.2 0.1 0.048
H -3.758789 -6.559036 -0.160365 0.4 1.0 -0.9 0.281
O -4.922713 -2.254261 -1.610551 0.4 0.1 0.7 -0.232
N -0.941580 -2.168778 1.288681 1.2 0.4 -2.1 -0.295
H -3.877442 1.157001 -1.437497 0.2 -1.1 0.4 0.243
N -2.092460 -4.259939 -1.624733 1.3 1.6 -0.3 -0.143
H 3.019430 2.056941 2.008937 -0.4 -0.1 0.0 -0.401
C 0.168757 0.973869 3.616913 -0.4 -2.9 -0.3 -0.585
H 0.938721 -4.633364 -1.072592 -0.7 -0.6 -0.3 0.122
C 4.706876 1.957285 3.170737 2.0 -2.7 -0.2 -1.893
H -0.873896 1.502724 -3.554071 0.4 -1.1 0.3 0.320
H 1.255642 1.769621 -4.419677 0.7 0.0 0.0 0.363
H 1.116827 -0.570172 1.429970 -0.1 -0.8 -1.3 0.166
H -5.108358 -2.166480 0.401470 0.0 -0.1 0.6 0.336
N -0.569228 2.386020 -0.553098 0.8 1.4 -1.2 -0.568
H -3.370886 -6.215967 -1.815518 -0.3 -0.6 -0.4 0.191
C 3.539823 1.609957 -2.566640 -0.3 0.7 -0.7 -0.720
N -3.432577 0.218694 -1.463057 -0.3 -0.1 -0.3 -0.459
H 1.200394 4.130666 -0.944055 0.1 0.5 0.2 0.478
C 3.113283 0.761450 -3.766602 0.5 -0.4 0.5 0.726
C -0.485299 0.450173 -3.351616 -0.9 0.4 0.8 -0.786
H 0.674530 2.021835 1.066299 -0.2 0.3 0.6 -0.971
H 2.554420 0.767163 4.743229 -0.4 0.3 -0.2 0.412
O -2.472857 -4.596654 0.590309 0.2 1.2 1.5 -0.740
H -3.451992 -0.528732 1.854138 -0.2 0.0 -0.6 0.333
H -4.510268 0.721857 1.146282 0.9 -0.3 -0.3 0.412
C -0.560237 3.782595 1.376372 -2.7 1.1 -0.3 -1.032
H -0.052762 2.264658 -1.437923 -0.3 0.0 0.8 0.176
C -0.601366 5.199705 3.253275 0.2 0.9 0.4 -0.877
H 4.434607 -4.865031 0.808294 0.0 0.2 0.3 0.204
H 4.455681 1.317639 -2.064790 0.2 -0.4 -0.1 0.395
H 5.203254 1.927261 4.140740 -0.6 0.5 0.4 0.383
H -1.053717 -0.032477 -2.524201 0.1 0.5 -0.9 -0.166
N -3.528006 -5.865052 -0.896631 -1.2 -1.6 0.4 -0.475
H -2.894975 -1.378950 -0.211802 0.9 -0.8 -0.6 -0.565
H -3.661125 -0.216747 -2.371530 0.1 0.2 0.9 0.263
H 2.708143 1.513430 -1.871886 0.2 0.2 0.3 -0.298
O 0.852896 0.455129 -2.924059 0.8 0.4 0.1 0.043
H 3.614241 -3.323089 0.833180 0.0 0.1 0.1 0.185
H -0.401790 -2.586274 2.050467 -0.2 0.3 -0.4 0.312
H -1.487668 -3.415853 -1.388454 -1.0 -1.3 -0.8 0.031
N 1.565051 -4.244358 -0.416954 0.0 -0.1 0.9 -0.149
C -3.594973 0.093834 0.949642 -0.1 1.7 2.0 -0.858
H 3.296535 0.434487 -5.682238 0.4 -0.1 -0.6 0.270
H -6.048240 -3.142572 -2.982512 -0.4 0.5 0.6 0.208
H -5.806469 -0.833790 -0.474186 -1.2 1.1 0.0 0.609
H 2.127415 2.811445 -0.380155 1.1 -0.4 -0.2 0.023

# 2
84
Properties=species:S:1:pos:R:3:forces:R:3:mulliken_charge:R:1 method="wB97M-V/def2-TZVPD" smiles=CC(C)O.CC(C)O.CC(C)O.CC(C)O.CC(C)O.CO.CO.CO.CO multiplicity=1 total_energy_ha=-1434.3673 homo_lumo_gap_ha=0.3588
H -26.387209 -7.160229 0.021562 2.3 1.1 1.0 0.235
C -25.820059 -3.657790 -5.339595 -0.4 1.0 2.2 -1.262
H -24.834745 -3.964886 -2.357227 -0.2 0.2 -1.7 -0.568
C -24.596731 1.325022 -1.792523 -1.1 -0.1 -1.7 -1.921
H -25.307028 -4.816831 -0.865988 0.2 -0.5 -0.6 -0.327
C -25.847577 0.416827 2.830929 -1.2 -0.4 0.7 -1.249
H -23.681363 -0.474057 -3.815466 -0.2 -0.5 0.5 0.498
H -24.863257 0.696904 2.617716 1.4 1.1 -0.9 0.385
H -28.552604 0.952621 -1.484321 0.3 0.1 1.0 0.286
C -25.068976 -3.110988 2.004476 0.1 0.1 -1.3 0.098
C -24.760957 -0.562018 -3.601739 1.1 1.5 0.5 -1.279
H -23.072368 -3.900076 4.679335 0.4 0.5 0.4 0.460
C -23.958381 -4.003024 4.073364 -0.4 -1.4 1.2 -1.424
H -28.959412 0.198190 1.430926 -0.3 0.2 -0.3 0.244
H -22.882960 -1.853814 2.058044 0.6 -0.9 0.5 0.365
H -25.335489 -1.600031 -1.233665 -0.9 -1.2 0.4 -0.340
H -28.628615 -3.375768 0.451751 -0.1 -0.2 0.0 0.360
H -28.737356 0.807678 -4.776209 -0.7 0.1 -0.1 0.436
O -23.255377 -4.848970 -1.394249 1.0 -0.9 0.4 -0.649
H -23.795378 -5.012959 3.652491 -0.6 0.4 -0.2 0.267
H -28.915752 -1.706974 -4.430064 0.6 0.4 2.3 0.487
O -22.827338 -2.652813 2.635258 7.1 2.0 -4.4 -0.569
H -26.073653 0.830049 3.784719 -0.1 -0.2 1.3 0.563
O -28.627396 0.002515 -1.597695 2.1 1.1 6.0 -0.470
O -25.859384 -6.553920 3.035690 0.4 0.3 0.7 -0.505
H -26.553212 -2.831655 -5.469076 0.0 -0.7 0.3 0.188
H -28.017268 -0.927230 2.404246 -0.3 0.3 0.2 0.137
H -24.808209 1.603554 -0.790345 -0.4 -0.3 1.0 0.351
H -29.111591 -2.293651 -2.738624 -0.1 -0.7 0.5 0.211
H -24.820812 -4.026639 4.820533 0.9 0.0 -1.4 0.257
H -24.965201 -4.122948 1.556568 -0.1 0.4 0.2 -0.075
H -24.451630 -3.376331 -0.775301 -0.2 0.4 -0.4 0.097
H -26.999935 -5.904234 -1.495301 -1.1 0.9 0.6 -0.822
H -28.627047 -6.835621 -1.584672 0.0 0.2 -0.1 0.382
H -26.177777 -0.102683 -2.079615 -1.4 1.0 -0.6 -0.905
H -25.263903 -3.443927 -4.394491 0.2 0.3 -1.2 -0.071
H -28.510054 1.871479 -3.363879 -0.5 1.2 0.3 0.501
H -27.042428 -4.121087 0.320985 0.2 0.0 0.0 -0.356
C -28.590797 -1.550140 -3.302446 -1.1 0.6 -2.7 -0.774
H -25.148086 0.152600 -4.259383 -1.1 0.8 -1.6 0.488
H -26.542403 -5.173523 -3.206916 -0.2 0.2 0.3 -0.055
C -27.755304 -3.490048 -0.191631 -0.5 0.2 -0.4 -0.171
C -24.515590 -4.263206 -1.409402 -0.1 0.7 3.4 1.364
H -26.635100 -0.400656 0.595406 0.3 -0.3 -0.5 0.139
H -30.087564 -0.064065 -2.908291 0.2 -0.2 -0.1 0.304
C -25.118850 -0.069833 -2.194627 -1.4 4.4 -4.2 2.678
H -25.681806 -5.740949 -4.846030 0.8 -0.2 -0.9 0.308
O -27.160396 -2.224890 -0.421809 1.2 -0.4 0.5 0.335
H -28.035033 -3.960352 -1.148870 0.0 0.1 0.4 0.195
C -28.262840 0.141229 2.252923 0.8 -0.2 -0.1 -1.105
H -25.475506 -6.470716 2.166135 0.4 -0.1 -0.2 0.287
O -26.575031 0.554174 0.712234 2.3 -2.7 -9.8 -0.167
H -27.111293 -4.987228 2.377826 0.1 -0.2 0.8 0.003
O -24.704823 -0.922177 -1.372127 4.5 -5.3 6.5 -0.534
H -25.768943 -0.686005 2.837739 -0.6 0.4 0.3 -0.048
H -27.632791 -5.876399 3.895489 0.3 0.4 0.6 0.341
H -27.786021 -1.626083 -0.808011 -0.8 0.7 -0.5 -0.136
C -26.942473 0.848249 1.855196 -2.7 2.3 7.7 0.282
C -23.990915 -2.886932 3.056800 -7.3 -0.3 4.2 0.553
H -24.988977 -2.377993 1.158237 0.1 -0.4 0.7 -0.022
C -26.454082 -4.983505 -5.001984 4.2 -1.1 -8.9 0.937
H -24.276928 -1.996942 3.669745 -0.7 -0.2 -0.1 0.016
C -27.554072 -6.839500 -1.477031 3.1 -0.9 -0.3 0.410
H -25.126334 2.049765 -2.417282 0.3 0.2 -0.1 0.333
O -27.090684 -4.932282 -3.952614 -6.2 0.6 9.6 -0.378
H -26.087819 -2.990028 2.377800 0.1 -0.2 0.2 0.167
H -27.368058 0.704026 -3.812508 0.9 0.0 0.0 0.324
C -27.337989 -5.406769 -6.186437 0.1 0.9 -0.2 -1.537
H -25.141146 -1.551196 -3.764184 -0.1 -0.3 -0.2 -0.118
C -28.423267 0.889065 -3.747154 1.2 -0.8 -0.5 -1.554
H -23.543358 1.425809 -1.929160 0.9 -0.1 -0.4 0.449
H -27.188212 1.934020 1.788314 0.5 -0.2 1.0 0.358
O -27.139934 -7.566809 -0.299425 -3.0 -0.9 -1.2 -0.565
H -28.695352 0.601110 3.128679 -0.2 -0.2 0.4 0.436
H -25.256658 -3.654047 -6.217730 1.4 -0.1 -1.2 0.584
H -26.668995 -5.824345 -6.927411 0.0 0.0 -0.5 0.407
H -27.809256 -4.462441 -6.597170 0.1 -1.3 0.3 0.318
H -27.749201 -6.635217 2.345348 0.0 0.6 0.3 0.316
C -27.120933 -5.934653 2.953412 -1.2 -1.1 -2.2 -0.437
H -22.862697 -4.797741 -0.490949 -0.6 0.1 -1.1 0.359
C -28.974810 -0.150566 -2.818321 -3.7 -1.7 -6.8 0.324
H -27.520178 -1.643584 -3.260093 0.5 -0.4 0.1 -0.115
H -26.961939 -7.257194 -2.331171 -1.4 -0.6 0.1 0.317
H -28.064892 -6.178119 -5.925305 -0.1 0.2 0.1 0.368